# 1
{
  "formula": "C32H56As2F12HfN8",
  "method": "ωB97M-V/def2-TZVPD",
  "species": ["Hf", "As", "F", "F", "F", "F", "F", "F", "As", "F", "F", "F", "F", "F", "F", "C", "C", "C", "C", "N", "H", "H", "H", "H", "H", "H", "H", "C", "C", "C", "C", "N", "H", "H", "H", "H", "H", "H", "H", "C", "C", "C", "C", "N", "H", "H", "H", "H", "H", "H", "H", "C", "C", "C", "C", "N", "H", "H", "H", "H", "H", "H", "H", "C", "C", "C", "C", "N", "H", "H", "H", "H", "H", "H", "H", "C", "C", "C", "C", "N", "H", "H", "H", "H", "H", "H", "H", "C", "C", "C", "C", "N", "H", "H", "H", "H", "H", "H", "H", "C", "C", "C", "C", "N", "H", "H", "H", "H", "H", "H", "H"],
  "xyz": [[4.34639, 0.36466, 0.51101], [0.32724, -0.15160, 0.23071], [2.18636, -0.06076, 0.32847], [0.41509, 1.57191, -0.01229], [-1.37718, -0.00545, 0.20132], [0.34260, -1.79765, 0.66042], [0.31757, 0.14740, 1.94962], [0.51999, -0.47894, -1.42206], [3.93820, -3.47996, -0.63850], [4.45425, -2.90627, -2.18092], [2.32293, -3.09268, -1.05345], [3.48177, -3.84342, 0.96322], [5.59005, -3.67809, -0.22008], [4.02187, -1.64653, -0.08956], [3.81586, -5.06996, -1.21939], [1.58140, 0.05171, -5.48889], [3.11409, -0.07852, -5.58306], [3.71517, -0.88629, -4.41675], [3.64495, -0.32522, -3.07944], [3.55434, 0.02997, -1.98370], [1.18241, -0.33734, -4.55181], [1.14934, -0.58724, -6.25838], [1.29070, 1.08036, -5.67941], [3.50218, 0.94522, -5.55029], [3.56145, -0.50261, -6.47794], [4.78061, -1.04522, -4.60460], [3.16566, -1.83305, -4.35239], [-2.17629, -1.95873, 3.00773], [-3.07896, -2.54730, 4.07612], [-2.80654, -4.05112, 4.26736], [-1.57136, -4.32268, 4.99661], [-0.55157, -4.52151, 5.47971], [-1.18463, -1.82590, 3.44646], [-2.50505, -0.99238, 2.62063], [-2.11107, -2.55882, 2.09639], [-4.11545, -2.41959, 3.76994], [-2.86497, -2.13119, 5.06053], [-2.61940, -4.50073, 3.28291], [-3.65936, -4.61213, 4.64605], [3.39185, -4.45495, 4.19982], [2.72888, -3.31614, 4.94629], [1.95753, -2.35714, 4.02865], [2.76232, -1.56724, 3.11007], [3.39244, -0.96733, 2.36096], [3.75148, -5.22956, 4.87858], [4.15689, -4.15558, 3.48421], [2.67844, -5.06491, 3.63023], [3.54825, -2.78938, 5.44363], [2.01939, -3.64136, 5.70389], [1.41628, -1.61946, 4.63011], [1.21847, -2.88728, 3.42011], [-3.51066, 5.29362, 0.69415], [-2.77940, 3.96351, 0.51540], [-3.37888, 2.88016, 1.40528], [-3.09451, 2.96033, 2.84164], [-2.87181, 3.02286, 3.96163], [-4.56164, 5.11610, 0.44120], [-3.21197, 6.07178, -0.00720], [-3.50520, 5.68038, 1.71308], [-1.72818, 4.08281, 0.78839], [-2.93615, 3.67133, -0.52305], [-2.93588, 1.88913, 1.22764], [-4.44532, 2.74338, 1.22395], [0.19584, 5.63476, 3.59547], [1.41358, 4.78358, 3.26922], [1.01605, 3.40975, 2.73098], [2.09663, 2.49030, 2.43526], [2.86879, 1.69354, 2.14986], [0.50287, 6.45435, 4.24375], [-0.56158, 5.11348, 4.18677], [-0.29271, 5.99325, 2.68958], [2.07099, 4.69957, 4.13606], [2.02104, 5.32599, 2.53771], [0.34871, 3.42621, 1.86450], [0.39314, 2.89217, 3.47475], [0.34446, 2.72299, -3.34088], [0.60174, 3.80620, -2.31808], [2.08117, 4.07933, -1.99335], [2.69750, 3.05784, -1.14460], [3.11533, 2.24822, -0.44406], [0.53338, 3.13597, -4.33819], [-0.72832, 2.52754, -3.44027], [0.81782, 1.74277, -3.28934], [0.10275, 3.64154, -1.36165], [0.16249, 4.71743, -2.72267], [2.26607, 5.01289, -1.45797], [2.74196, 3.99046, -2.86648], [-5.92606, 2.08534, -1.36210], [-5.39882, 0.65902, -1.41640], [-4.06949, 0.36523, -2.11937], [-3.90554, 1.28101, -3.27358], [-3.71382, 2.00954, -4.13656], [-5.22491, 2.80898, -0.94527], [-6.78999, 2.08012, -0.69407], [-6.30239, 2.42256, -2.32618], [-6.15901, -0.02779, -1.79735], [-5.35459, 0.23783, -0.40287], [-4.13907, -0.62616, -2.56607], [-3.11711, 0.56489, -1.62477], [-0.88058, -3.57177, -2.16768], [-0.68929, -4.83286, -2.99006], [0.75437, -4.93171, -3.46639], [1.27052, -4.03929, -4.49304], [1.67817, -3.33524, -5.30041], [-0.80874, -2.63265, -2.71771], [-0.13188, -3.55344, -1.36437], [-1.75598, -3.48284, -1.51603], [-1.31355, -4.81448, -3.88677], [-0.99445, -5.69159, -2.39725], [0.95180, -5.93570, -3.86438], [1.44743, -4.90654, -2.61860]],
  "forces_ev_per_angstrom": [[-10.114, -2.410, -0.825], [-2.483, 0.595, 1.230], [2.225, 0.131, -0.013], [0.425, -0.117, -0.191], [0.044, -0.395, -0.354], [0.444, -0.200, -0.447], [0.550, 0.334, -0.170], [0.176, 0.110, -0.025], [0.004, -3.302, -1.663], [-0.006, 0.600, 0.194], [0.134, 0.382, 0.246], [-0.044, 0.478, 0.149], [-0.130, 0.804, 0.370], [1.834, 2.897, 1.198], [-0.184, 0.050, 0.233], [0.413, -0.867, -0.999], [0.150, 1.185, 1.105], [-0.055, 0.024, -0.214], [-0.349, 0.021, 0.189], [1.654, 0.564, 1.039], [0.049, 0.265, 0.152], [-0.246, 0.127, 0.022], [-0.231, -0.050, 0.146], [0.316, -0.125, 0.059], [-0.607, -0.236, -0.192], [-0.033, -0.347, 0.125], [0.339, -0.201, -0.021], [0.356, 0.415, -0.067], [0.097, -0.682, -0.039], [0.022, -0.418, -1.106], [-0.348, 0.038, -0.064], [0.390, 0.113, 0.163], [0.159, 0.008, -0.379], [-0.073, 0.156, 0.461], [0.078, -0.360, 0.256], [-0.103, 0.024, 0.395], [-0.476, 0.639, -0.183], [-0.144, 0.021, 0.006], [0.124, 0.151, 0.484], [-0.903, -1.348, -0.345], [0.924, 0.122, -0.200], [-0.263, 0.441, 0.113], [0.077, -0.496, -0.058], [1.789, 1.140, -0.936], [0.538, 0.451, 0.202], [0.171, 0.124, 0.256], [-0.220, 0.460, -0.157], [-0.334, 0.305, 0.209], [0.001, -0.181, -0.099], [-0.099, -0.027, -0.041], [0.019, -0.023, -0.024], [-0.821, -0.128, -0.197], [-0.373, 0.634, 0.588], [0.382, -1.359, 0.275], [-0.581, 0.869, -0.636], [0.399, -0.041, 0.610], [-0.034, 0.050, 0.141], [0.402, -0.047, 0.119], [0.235, -0.024, 0.008], [0.149, -0.132, -0.437], [0.501, -0.223, -0.019], [-0.029, 0.122, -0.750], [-0.068, 0.222, 0.214], [-0.239, -0.149, 0.488], [0.412, 0.462, -0.242], [-0.521, -0.421, 0.662], [-0.507, 0.055, -0.120], [2.285, -0.367, -0.861], [-0.004, 0.277, -0.372], [0.097, -0.293, -0.141], [0.052, 0.182, 0.065], [-0.196, -0.308, 0.112], [-0.045, -0.145, -0.133], [0.273, 0.180, -0.257], [0.117, -0.005, 0.094], [-0.776, 0.034, -1.186], [-0.127, -0.028, 0.523], [0.836, -0.738, -0.003], [-0.775, -0.136, 0.357], [2.294, -0.809, 0.254], [0.475, -0.110, 0.066], [-0.015, -0.030, 0.463], [0.305, 0.193, 0.547], [-0.133, -0.209, -0.099], [0.251, 0.180, 0.107], [-0.092, 0.186, -0.286], [-0.290, 0.629, -0.269], [-0.448, -0.291, 0.202], [-0.163, -0.838, 1.268], [-0.326, 1.089, -1.680], [-0.146, -0.390, 0.136], [0.118, 0.299, -0.250], [0.169, -0.025, -0.226], [-0.007, 0.075, -0.004], [0.292, 0.126, -0.078], [-0.020, 0.387, -0.649], [0.440, 0.372, 0.125], [0.514, -0.194, 0.371], [-0.328, -0.601, 0.845], [0.228, 0.521, 1.436], [-0.538, 1.065, -0.636], [0.929, -1.715, 0.415], [-0.671, 0.268, 0.407], [0.236, 0.299, -0.163], [0.132, -0.134, -0.198], [0.406, 0.117, -0.422], [-0.566, -0.447, -0.729], [-0.213, -0.072, 0.160], [0.383, -0.220, -0.107], [-0.238, 0.023, -0.095], [-0.080, 0.327, -0.006]],
  "lowdin_charge": [2.22, 0.78, -0.42, -0.23, -0.21, -0.19, -0.23, -0.19, 0.77, -0.21, -0.21, -0.19, -0.20, -0.43, -0.18, -0.09, -0.21, -0.16, -0.11, 0.11, 0.06, 0.08, 0.06, 0.10, 0.12, 0.14, 0.09, -0.12, -0.24, -0.18, -0.21, 0.16, 0.05, 0.06, 0.08, 0.11, 0.11, 0.12, 0.12, -0.10, -0.23, -0.14, -0.10, 0.09, 0.09, 0.06, 0.08, 0.12, 0.10, 0.14, 0.13, -0.09, -0.25, -0.19, -0.23, 0.15, 0.08, 0.08, 0.08, 0.08, 0.10, 0.10, 0.11, -0.09, -0.24, -0.15, -0.13, 0.09, 0.09, 0.08, 0.08, 0.12, 0.11, 0.12, 0.15, -0.09, -0.22, -0.11, -0.10, 0.06, 0.09, 0.08, 0.05, 0.09, 0.13, 0.14, 0.15, -0.10, -0.25, -0.16, -0.25, 0.15, 0.05, 0.08, 0.08, 0.11, 0.10, 0.12, 0.09, -0.12, -0.23, -0.19, -0.18, 0.17, 0.07, 0.05, 0.07, 0.12, 0.12, 0.13, 0.10],
  "total_energy_ev": -201594.8859,
  "charge": 2,
  "de_lowest_kcal_mol": 0.00
}

# 2
{
  "formula": "C42H36Cl2GeI2KN8O2S",
  "method": "ωB97M-V/def2-TZVPD",
  "species": ["K", "Cl", "C", "C", "C", "Cl", "C", "C", "C", "C", "N", "C", "C", "O", "H", "H", "H", "H", "N", "N", "C", "N", "S", "H", "H", "H", "H", "H", "I", "I", "C", "C", "C", "C", "C", "C", "C", "O", "C", "C", "C", "H", "H", "H", "H", "H", "H", "H", "H", "H", "H", "H", "H", "C", "Ge", "C", "C", "C", "C", "C", "C", "C", "C", "C", "C", "C", "C", "C", "C", "C", "C", "H", "H", "H", "H", "H", "H", "H", "H", "H", "H", "H", "H", "H", "H", "H", "N", "C", "N", "C", "C", "C", "N", "C", "N"],
  "xyz": [[1.86181, -0.31012, -0.04780], [3.22893, -3.55615, -4.07768], [1.59830, -3.44666, -3.47192], [0.61123, -4.21699, -4.08252], [-0.69317, -4.15131, -3.67246], [-1.90030, -5.13548, -4.48187], [-1.06312, -3.31691, -2.59463], [-2.37202, -3.22169, -2.06966], [-2.61266, -2.44088, -0.97564], [-1.54054, -1.73588, -0.40052], [-0.32375, -1.76905, -0.88584], [-0.05535, -2.53656, -1.97069], [1.34234, -2.52660, -2.43223], [2.19930, -1.77423, -1.90586], [0.88708, -4.86963, -4.90042], [-3.16924, -3.78330, -2.53899], [-3.60406, -2.35446, -0.55070], [-1.69127, -1.12425, 0.48466], [4.06517, 1.08911, 1.52407], [4.43023, 2.21439, 0.74734], [3.55473, 3.20356, 0.50471], [3.93861, 4.09435, -0.43648], [2.08244, 3.33295, 1.31392], [3.16453, 1.33757, 1.94758], [4.72295, 1.01412, 2.29415], [5.15613, 2.03133, 0.05584], [4.73010, 3.88051, -1.03539], [3.21885, 4.70205, -0.79015], [4.02699, 1.09054, -3.07253], [6.90041, 2.32834, -1.91501], [-2.59994, -3.88342, 5.05742], [-1.42242, -3.83268, 4.12537], [-1.45617, -4.46827, 2.89138], [-0.40834, -4.36020, 1.98745], [-0.51612, -5.09451, 0.67363], [0.70465, -3.57055, 2.32671], [1.72844, -3.32747, 1.29326], [2.65313, -2.54739, 1.39067], [0.78263, -2.96400, 3.59674], [1.96341, -2.15138, 4.05117], [-0.28460, -3.11422, 4.47078], [-3.28625, -4.68583, 4.78433], [-3.14646, -2.93848, 5.01460], [-2.27808, -4.03446, 6.08916], [-2.32964, -5.05056, 2.61675], [-1.45947, -5.63820, 0.63098], [0.29324, -5.81602, 0.54497], [-0.48724, -4.41924, -0.17949], [1.60115, -3.88323, 0.34904], [2.89602, -2.70395, 3.93397], [1.83434, -1.86612, 5.09525], [2.06444, -1.24842, 3.45119], [-0.23825, -2.62262, 5.43698], [-2.45124, 2.06836, 1.33418], [-1.25120, 2.15033, -0.21525], [-2.19130, 1.32460, -1.73970], [-1.50258, 0.66985, -2.76018], [-2.17689, 0.02399, -3.78585], [-3.56491, 0.01244, -3.79835], [-4.26894, 0.65145, -2.78661], [-3.58637, 1.30061, -1.76507], [-0.75454, 4.03153, -0.49014], [-1.19785, 4.95314, 0.42365], [-0.75043, 6.29402, 0.40257], [0.16056, 6.69846, -0.52560], [0.65817, 5.78276, -1.48756], [1.62982, 6.17274, -2.44273], [2.11830, 5.27810, -3.35333], [1.65174, 3.94658, -3.35249], [0.72019, 3.54714, -2.43689], [0.19246, 4.44548, -1.47701], [-3.32924, 2.70211, 1.18515], [-1.93224, 2.38924, 2.23670], [-2.78753, 1.04296, 1.48482], [-0.42005, 0.63315, -2.76529], [-1.60577, -0.47639, -4.55810], [-4.09720, -0.50270, -4.58920], [-5.35300, 0.64039, -2.78784], [-4.15295, 1.78537, -0.97719], [-1.89143, 4.65595, 1.20090], [-1.12023, 6.99045, 1.14556], [0.53081, 7.71767, -0.53492], [1.98681, 7.19695, -2.42991], [2.87030, 5.58286, -4.07046], [2.03899, 3.23541, -4.07128], [0.37989, 2.51995, -2.44292], [1.27240, 0.26932, -4.46772], [2.25563, 0.51169, -3.91663], [0.20863, 0.04627, 2.11862], [-0.37332, 0.08327, 3.11906], [-1.06905, 0.09524, 4.33800], [-0.36783, 0.23474, 5.55339], [0.19096, 0.33366, 6.56190], [-2.42850, -0.27876, 4.35778], [-3.54423, -0.58786, 4.37031]],
  "forces_ev_per_angstrom": [[0.224, 0.619, 0.556], [0.009, -0.008, 0.004], [-0.020, 0.106, -0.087], [-0.010, 0.008, -0.008], [0.014, 0.002, -0.009], [-0.001, 0.001, 0.002], [0.004, 0.011, 0.013], [0.002, -0.015, 0.006], [0.003, 0.006, -0.016], [0.009, 0.024, 0.000], [-0.012, -0.071, 0.016], [-0.018, -0.023, 0.007], [-0.060, -0.062, 0.035], [0.030, -0.483, -0.549], [0.001, -0.002, -0.001], [0.000, 0.001, -0.001], [-0.001, 0.000, 0.004], [0.001, -0.009, 0.009], [-0.125, -0.016, 0.022], [-0.040, -0.028, 0.022], [0.032, -0.052, -0.018], [0.001, -0.021, 0.041], [0.043, -0.030, 0.042], [0.042, 0.071, -0.041], [0.024, 0.058, -0.035], [0.020, -0.007, 0.013], [0.001, -0.006, 0.005], [0.003, 0.012, -0.005], [0.056, -0.098, -0.014], [-0.008, 0.017, -0.007], [-0.001, -0.030, 0.010], [-0.030, 0.001, 0.024], [-0.003, 0.009, -0.016], [-0.003, 0.010, -0.001], [-0.002, -0.003, -0.003], [0.014, 0.012, -0.020], [-0.019, -0.016, -0.015], [0.034, -0.055, 0.086], [-0.016, 0.009, 0.011], [0.013, -0.009, 0.006], [0.004, -0.024, -0.007], [0.005, -0.018, 0.002], [0.014, -0.031, -0.002], [0.005, -0.001, 0.004], [-0.001, -0.002, 0.002], [0.000, 0.000, 0.000], [0.004, 0.004, 0.004], [-0.009, 0.031, -0.045], [0.009, 0.000, 0.003], [0.000, -0.001, 0.003], [0.003, -0.002, 0.004], [0.003, -0.009, 0.006], [0.006, -0.017, 0.004], [-0.001, 0.017, 0.000], [-0.042, -0.051, -0.055], [0.009, 0.022, -0.001], [0.001, 0.019, 0.022], [-0.009, -0.011, 0.015], [0.007, 0.006, 0.001], [-0.006, 0.003, -0.004], [0.005, -0.020, 0.009], [-0.019, -0.001, 0.005], [0.000, 0.001, -0.023], [0.022, -0.002, -0.010], [0.000, -0.007, 0.022], [-0.016, 0.004, -0.016], [0.000, -0.005, -0.003], [-0.004, -0.005, -0.005], [-0.024, 0.012, -0.047], [0.009, 0.063, 0.000], [0.010, -0.021, -0.007], [-0.005, 0.008, 0.002], [0.007, 0.002, -0.002], [-0.002, -0.009, -0.005], [-0.045, -0.036, 0.005], [0.005, -0.003, 0.004], [0.001, -0.005, 0.000], [-0.002, -0.001, 0.000], [-0.005, -0.003, 0.004], [-0.006, -0.003, 0.011], [0.000, 0.003, -0.001], [-0.004, 0.003, -0.003], [-0.001, 0.004, -0.004], [0.003, 0.000, -0.002], [-0.046, 0.079, 0.019], [-0.005, -0.014, -0.001], [0.008, 0.015, -0.003], [0.049, -0.030, -0.048], [-0.125, 0.046, 0.086], [0.034, -0.038, 0.000], [-0.046, -0.024, -0.003], [-0.033, 0.057, 0.011], [0.018, -0.025, -0.003], [0.004, 0.061, -0.036], [-0.003, 0.027, 0.000]],
  "mulliken_spin": [0.05, 0.00, 0.00, 0.00, 0.00, 0.00, -0.01, 0.00, 0.02, 0.03, 0.00, 0.02, -0.02, -0.01, 0.00, 0.00, 0.00, -0.05, 0.00, 0.00, 0.00, 0.00, 0.01, 0.00, 0.00, 0.00, 0.00, 0.00, 0.00, 0.00, 0.00, 0.00, 0.00, 0.00, 0.00, 0.00, 0.00, 0.00, 0.00, 0.00, 0.00, 0.00, 0.00, 0.00, 0.00, 0.00, 0.00, 0.00, 0.00, 0.00, 0.00, 0.00, 0.00, 0.08, 0.70, 0.04, 0.04, 0.01, 0.01, 0.00, -0.01, 0.08, 0.01, -0.02, 0.04, -0.02, 0.00, 0.00, 0.04, -0.04, -0.11, 0.02, -0.01, 0.00, 0.04, 0.00, 0.00, 0.00, 0.00, 0.01, 0.00, 0.00, 0.00, 0.00, 0.00, 0.07, 0.00, 0.00, -0.05, 0.04, 0.00, 0.00, 0.00, 0.00, 0.00],
  "total_energy_ev": -185081.9125,
  "charge": -2,
  "de_lowest_kcal_mol": 34.24,
  "spin_multiplicity": 2
}

Number 1: F_max 10.4 eV Å⁻¹. Number 2: F_max 0.9 eV Å⁻¹.